(1)
Molecular formula: C2H5OPS
Method: DFT, the ωB97M-V functional and the def2-TZVPD basis

```
10
Properties=species:S:1:pos:R:3:lowdin_charge:R:1
C -0.83 -0.56 -0.73 -0.699
C -0.82 1.72 0.39 -0.355
O -1.21 -1.43 -1.45 -0.001
P -0.55 -2.56 2.16 0.572
S 0.35 0.42 -0.18 0.874
H -1.80 1.36 0.71 0.050
H -0.65 2.48 -0.31 0.003
H -0.57 2.17 1.38 0.047
H -1.68 -1.72 2.23 -0.246
H -0.73 -2.81 0.77 -0.246
```

## Properties
Electronic energy in eV: -24322.3870
Relative energy (zero: lowest compared OMol25 entry of this formula, charge and spin) in kcal/mol: 88.84
Gap between HOMO and LUMO (spin up / spin down) in eV: 8.84 / 5.97



(2)
Molecular formula: C2H5OPS
Method: DFT, the ωB97M-V functional and the def2-TZVPD basis

```
10
Properties=species:S:1:pos:R:3:lowdin_charge:R:1
C -0.43 1.26 0.14 -0.189
C -1.04 -0.04 -0.21 -1.027
S -2.63 -0.22 -0.37 0.725
O -0.17 -1.07 -0.43 -0.459
P 1.51 -0.89 -0.02 0.894
H -0.08 1.20 1.21 0.096
H -0.95 2.26 -0.04 0.103
H 0.47 1.13 -0.60 0.052
H 1.90 -1.86 -0.82 -0.135
H 1.43 -1.77 1.14 -0.061
```

## Properties
Electronic energy in eV: -24324.9958
Relative energy (zero: lowest compared OMol25 entry of this formula, charge and spin) in kcal/mol: 28.68
Gap between HOMO and LUMO in eV: 9.00
Structure (SMILES): CC(=S)OP



(3)
Molecular formula: C2H5OPS3
Method: DFT, the ωB97M-V functional and the def2-TZVPD basis

```
12
Properties=species:S:1:pos:R:3:lowdin_charge:R:1
C 0.80 0.05 0.80 -0.431
C 1.56 0.81 -0.26 -0.604
O -0.49 0.46 0.96 -0.379
P -1.45 0.03 -0.25 0.084
S -3.23 0.89 0.01 0.177
S 0.90 0.39 -1.86 0.596
S -1.73 -2.06 -0.09 0.489
H 0.97 -1.02 0.62 0.110
H 1.24 0.16 1.68 0.086
H 1.41 1.91 -0.13 0.091
H 2.54 0.50 -0.44 0.038
H -2.52 -2.13 -1.03 -0.258
```

## Properties
Electronic energy in eV: -45995.9063
Relative energy (zero: lowest compared OMol25 entry of this formula, charge and spin) in kcal/mol: 45.78
Gap between HOMO and LUMO (spin up / spin down) in eV: 6.69 / 6.69



(4)
Molecular formula: C2H5OPS3
Method: DFT, the ωB97M-V functional and the def2-TZVPD basis

```
12
Properties=species:S:1:pos:R:3:lowdin_charge:R:1
C 0.03 -2.06 -0.29 -0.605
C 0.21 1.49 0.98 -1.218
O -1.84 -0.39 0.92 -0.468
P -0.58 -0.15 0.21 0.640
S -1.02 -1.89 -1.75 0.620
S 1.76 1.87 0.32 0.600
S -1.05 2.72 0.95 0.675
H 1.00 -2.29 -0.61 -0.011
H -0.38 -2.73 0.47 0.037
H -0.10 -1.24 -2.63 -0.074
H 2.39 0.97 1.24 -0.072
H -0.43 3.68 0.20 -0.125
```

## Properties
Electronic energy in eV: -45993.7829
Relative energy (zero: lowest compared OMol25 entry of this formula, charge and spin) in kcal/mol: 94.75
Gap between HOMO and LUMO in eV: 6.92



(5)
Molecular formula: C2H5OS
Method: DFT, the ωB97M-V functional and the def2-TZVPD basis

```
9
Properties=species:S:1:pos:R:3:lowdin_charge:R:1
S 2.73 0.82 -0.98 -0.305
H 3.01 1.00 -2.29 -0.493
O -0.84 1.51 0.79 -0.002
C -0.52 0.53 0.16 -0.354
C -0.99 -0.85 0.69 -0.067
H -0.11 0.51 -0.85 0.038
H -2.00 -0.76 1.07 0.059
H -0.35 -1.17 1.52 0.067
H -0.93 -1.59 -0.11 0.057
```

## Properties
Electronic energy in eV: -15038.2030
Total charge: -1
Relative energy (zero: lowest compared OMol25 entry of this formula, charge and spin) in kcal/mol: 8.53
Gap between HOMO and LUMO in eV: 6.56



(6)
Molecular formula: C2H5P
Method: DFT, the ωB97M-V functional and the def2-TZVPD basis

```
8
Properties=species:S:1:pos:R:3:lowdin_charge:R:1
C 0.49 0.33 0.55 -0.468
C -0.26 -0.74 -0.39 -0.432
P 0.71 0.66 -1.28 0.760
H -0.28 0.89 1.09 0.030
H 1.62 -0.06 1.14 0.148
H 0.17 -1.71 -0.56 0.016
H -1.32 -0.73 -0.77 0.060
H -0.50 1.38 -1.25 -0.114
```

## Properties
Electronic energy in eV: -11441.3657
Relative energy (zero: lowest compared OMol25 entry of this formula, charge and spin) in kcal/mol: 26.45
Gap between HOMO and LUMO in eV: 10.63
Structure (SMILES): C1CP1



(7)
Molecular formula: C2H5PS
Method: DFT, the ωB97M-V functional and the def2-TZVPD basis

```
9
Properties=species:S:1:pos:R:3:lowdin_charge:R:1
P -1.53 -0.30 -0.89 0.763
C -0.46 0.39 0.48 -0.929
C 1.19 -0.46 0.62 -0.403
S 0.09 -0.17 1.98 0.723
H -0.45 -0.79 -1.60 -0.135
H -1.53 0.92 -1.47 -0.136
H -0.30 1.55 0.53 0.058
H 0.94 -1.30 -0.03 0.014
H 2.06 0.17 0.39 0.045
```

## Properties
Electronic energy in eV: -22276.0482
Relative energy (zero: lowest compared OMol25 entry of this formula, charge and spin) in kcal/mol: 42.80
Gap between HOMO and LUMO in eV: 9.40
Structure (SMILES): P[C@@H]1CS1



(8)
Molecular formula: C2H5S
Method: DFT, the ωB97M-V functional and the def2-TZVPD basis

```
8
Properties=species:S:1:pos:R:3:lowdin_charge:R:1
S 2.45 -1.84 0.01 -0.329
H 2.42 -2.71 1.04 -0.502
C -0.29 0.60 -0.50 -0.102
C -1.37 0.96 0.16 -0.111
H -0.14 0.77 -1.55 0.040
H 0.51 0.07 0.01 -0.056
H -1.44 0.63 1.19 0.033
H -2.14 1.52 -0.37 0.028
```

## Properties
Electronic energy in eV: -12990.2266
Total charge: -1
Relative energy (zero: lowest compared OMol25 entry of this formula, charge and spin) in kcal/mol: 15.90
Gap between HOMO and LUMO in eV: 6.51



(9)
Molecular formula: C2H6AsCeNO3S5
Method: DFT, the ωB97M-V functional and the def2-TZVPD basis

```
19
Properties=species:S:1:pos:R:3:lowdin_spin:R:1
Ce 0.74 0.06 0.64 0.741
S -1.15 -0.18 5.18 -0.003
As -0.36 -0.04 3.27 -0.002
S -0.88 -1.73 1.91 -0.007
S 1.86 0.12 3.13 -0.003
S -0.97 1.68 2.01 -0.009
O 1.03 -0.81 -1.57 0.077
N 1.31 0.44 -1.41 0.084
O 2.43 0.73 -0.81 0.037
O 0.37 1.32 -1.40 0.083
C 1.93 -3.67 -0.30 0.000
S 2.39 -2.58 1.05 0.002
C 4.02 -2.14 0.44 0.000
H 2.61 -4.52 -0.38 0.000
H 1.91 -3.14 -1.25 0.000
H 0.93 -4.05 -0.08 0.000
H 3.96 -1.76 -0.58 0.000
H 4.72 -2.98 0.48 0.000
H 4.41 -1.35 1.08 0.000
```

## Properties
Electronic energy in eV: -137749.1033
2S+1: 2
Total charge: -1
Relative energy (zero: lowest compared OMol25 entry of this formula, charge and spin) in kcal/mol: 0.00
Gap between HOMO and LUMO (spin up / spin down) in eV: 6.15 / 6.06



(10)
Molecular formula: C2H6AsF6KNO3
Method: DFT, the ωB97M-V functional and the def2-TZVPD basis

```
20
Properties=species:S:1:pos:R:3:lowdin_charge:R:1
K -2.31 -1.05 1.87 0.842
As 0.50 2.16 -1.78 0.874
F 0.96 0.83 -2.90 -0.319
F -1.15 2.32 -2.46 -0.309
F 0.12 3.55 -0.70 -0.293
F 2.12 2.25 -1.09 -0.291
F 0.93 3.29 -3.07 -0.305
F 0.10 0.86 -0.56 -0.337
C -1.54 2.50 4.79 -0.443
O -1.83 2.61 3.40 -0.486
H -1.13 3.46 5.11 0.022
H -2.43 2.30 5.40 0.018
H -0.70 1.87 5.07 0.014
C 0.62 -3.85 -2.47 0.052
N 1.20 -3.76 -1.04 -0.367
O 0.65 -3.06 -0.17 0.042
O 2.27 -4.43 -0.90 0.016
H -0.31 -4.41 -2.52 0.088
H 1.27 -4.55 -2.99 0.080
H 0.66 -2.88 -2.98 0.102
```

## Properties
Electronic energy in eV: -103271.9666
Total charge: -1
Relative energy (zero: lowest compared OMol25 entry of this formula, charge and spin) in kcal/mol: 79.19
Gap between HOMO and LUMO in eV: 3.42



(11)
Molecular formula: C2H6AuO2
Method: DFT, the ωB97M-V functional and the def2-TZVPD basis

```
11
Properties=species:S:1:pos:R:3:lowdin_spin:R:1
O -0.61 0.82 2.09 1.201
O -0.07 -0.73 -0.12 0.101
H -1.13 -0.71 -0.02 -0.002
Au 0.66 0.21 1.17 0.671
C 0.45 -0.89 -1.45 0.020
C 0.18 0.28 -2.36 0.000
H 0.02 -1.82 -1.85 0.006
H 1.54 -1.04 -1.32 0.003
H -0.90 0.44 -2.48 0.000
H 0.66 1.19 -1.99 0.000
H 0.61 0.08 -3.35 0.000
```

## Properties
Electronic energy in eV: -9942.9704
2S+1: 3
Total charge: +1
Relative energy (zero: lowest compared OMol25 entry of this formula, charge and spin) in kcal/mol: 0.00
Gap between HOMO and LUMO (spin up / spin down) in eV: 8.97 / 8.62



(12)
Molecular formula: C2H6BNO
Method: DFT, the ωB97M-V functional and the def2-TZVPD basis

```
11
Properties=species:S:1:pos:R:3:lowdin_charge:R:1
B -1.33 0.65 0.01 -0.525
N -0.01 1.14 0.06 0.091
C 0.96 0.04 -0.18 -0.189
C 0.19 -1.24 0.12 0.017
O -1.46 -0.70 0.07 -0.019
H -2.23 1.48 -0.16 0.087
H 0.37 1.99 0.03 0.052
H 1.81 0.17 0.52 0.116
H 1.43 0.16 -1.15 0.102
H 0.18 -2.21 -0.55 0.141
H 0.10 -1.48 1.24 0.128
```

## Properties
Electronic energy in eV: -6385.6061
Relative energy (zero: lowest compared OMol25 entry of this formula, charge and spin) in kcal/mol: 11.80
Gap between HOMO and LUMO in eV: 10.24
Structure (SMILES): B1NCCO1



The highest relative energy (zero: lowest compared OMol25 entry of this formula, charge and spin) belongs to which entry? number 4



Number 10 is which compound? C2H6AsF6KNO3



relative energy (zero: lowest compared OMol25 entry of this formula, charge and spin) of number 9 (C2H6AsCeNO3S5)? 0.00 kcal/mol